(1)
Entry from the OMol25 dataset: C12H15LiN3O2S2 as an isolated structure in a non-equilibrium geometry (the ωB97M-V functional and the def2-TZVPD basis).

```
! RIJCOSX wB97M-V def2-TZVPD def2/J DEFGRID3
* xyz -1 1
Li 0.34 1.12 -0.87
N 2.30 0.44 -0.53
C 3.15 1.45 -1.24
C 2.60 2.86 -0.87
N 1.22 3.05 -1.40
H 2.30 0.66 0.46
H 2.60 -0.51 -0.67
H 3.12 1.29 -2.38
H 4.16 1.40 -0.92
H 3.21 3.67 -1.29
H 2.58 3.02 0.25
H 1.11 3.83 -2.06
H 0.51 3.21 -0.62
O -3.11 1.80 -1.08
C -2.24 0.95 -0.91
O -1.22 0.57 -1.62
C -2.43 0.13 0.35
C -3.50 -0.74 0.48
C -3.63 -1.60 1.54
C -2.71 -1.51 2.60
C -1.65 -0.63 2.49
C -1.50 0.25 1.41
S -0.13 1.38 1.41
H -4.31 -0.71 -0.27
H -4.58 -2.18 1.62
H -2.75 -2.07 3.54
H -1.06 -0.48 3.38
S -0.23 -3.14 -1.47
C -0.35 -2.39 0.10
C 0.89 -2.19 0.57
N 1.95 -2.58 -0.26
C 1.45 -3.15 -1.35
H -1.28 -2.03 0.37
H 1.19 -1.63 1.46
H 2.02 -3.55 -2.17
*
```

Lowest unoccupied orbital energy   2.48 eV
Energy above the lowest of the compared OMol25 structures with the same formula, charge and spin   0.000 eV
Orbital gap   6.1 eV

=====

(2)
Entry from the OMol25 dataset: an isolated molecule of C28H32N4O4 (the ωB97M-V functional and the def2-TZVPD basis).

```
! RIJCOSX wB97M-V def2-TZVPD def2/J DEFGRID3
* xyz 0 1
O 0.63 0.65 0.18
C 0.33 1.13 -0.89
N -0.41 0.50 -1.87
C -0.65 1.30 -2.98
O -1.29 0.98 -3.95
C 0.04 2.59 -2.68
C 0.14 3.74 -3.42
C 0.87 4.80 -2.88
C 1.47 4.68 -1.63
C 1.36 3.52 -0.88
C 0.64 2.48 -1.43
H 1.83 3.42 0.08
H 2.04 5.52 -1.24
H 0.97 5.71 -3.44
H -0.33 3.82 -4.39
C -0.86 -0.87 -1.76
H -0.71 -1.16 -0.71
C -0.10 -1.80 -2.70
H -0.50 -2.80 -2.59
C 1.42 -1.79 -2.46
H 1.93 -1.64 -3.41
H 1.70 -0.96 -1.82
C 2.00 -3.09 -1.85
N 1.78 -3.36 -0.45
C 2.22 -2.34 0.48
C 2.38 -2.97 1.87
N 1.25 -3.74 2.31
C 0.74 -4.63 1.31
C 0.51 -3.92 -0.04
H 0.19 -4.65 -0.79
H -0.28 -3.16 0.07
H -0.19 -5.08 1.66
H 1.48 -5.42 1.14
C 0.39 -3.30 3.38
H 0.09 -4.20 3.93
C -0.90 -2.54 3.02
C -0.68 -1.08 2.65
H -0.12 -1.00 1.72
C -2.02 -0.37 2.47
N -1.89 0.93 1.85
C -2.41 1.22 0.60
O -3.02 0.44 -0.09
C -2.06 2.64 0.34
C -2.35 3.45 -0.73
C -1.90 4.76 -0.69
C -1.17 5.23 0.39
C -0.87 4.41 1.48
C -1.33 3.11 1.43
C -1.22 2.00 2.42
O -0.70 2.00 3.51
H -0.31 4.77 2.32
H -0.82 6.26 0.40
H -2.11 5.43 -1.51
H -2.92 3.08 -1.57
H -2.51 -0.24 3.45
H -2.68 -0.95 1.82
H -0.11 -0.57 3.43
H -1.55 -2.57 3.90
H -1.41 -3.05 2.21
H 0.99 -2.69 4.06
H 2.61 -2.19 2.60
H 3.24 -3.65 1.81
H 3.18 -1.96 0.14
H 1.52 -1.49 0.53
H 3.08 -3.05 -1.99
H 1.62 -3.95 -2.41
H -0.31 -1.47 -3.72
H -1.93 -0.90 -1.98
*
```

Lowest unoccupied orbital energy   -0.57 eV
Energy above the lowest of the compared OMol25 structures with the same formula, charge and spin   0.509 eV
Orbital gap   6.9 eV

=====

(3)
Entry from the OMol25 dataset: a 2-piece molecular cluster, C40H42BNO4 overall in a non-equilibrium geometry (the ωB97M-V functional and the def2-TZVPD basis).

```
! RIJCOSX wB97M-V def2-TZVPD def2/J DEFGRID3
* xyz 0 1
C -4.68 -2.81 2.78
C -3.27 -2.49 2.85
C -2.42 -2.32 3.91
C -1.14 -2.05 3.37
C -1.27 -2.11 1.99
B -0.62 0.50 0.62
C -0.09 0.71 2.05
C -0.71 1.23 3.18
C 0.29 1.40 4.19
C 1.46 0.88 3.66
C 2.74 0.63 4.29
O 1.27 0.53 2.35
C -0.35 -1.75 0.99
C -0.47 -2.54 -0.20
C 0.54 -3.49 -0.17
C 1.36 -3.17 0.91
C 2.44 -3.90 1.55
O 0.98 -2.00 1.46
C -2.09 0.24 0.30
C -2.85 -0.28 -0.74
C -4.23 -0.05 -0.43
C -4.24 0.50 0.83
C -5.26 0.95 1.73
O -2.97 0.63 1.30
O -2.59 -2.36 1.67
H -5.05 -2.97 3.80
H -5.26 -2.00 2.34
H -4.85 -3.73 2.21
H -2.66 -2.37 4.97
H -0.23 -1.80 3.92
H -1.77 1.48 3.24
H 0.13 1.85 5.16
H 3.20 1.59 4.56
H 2.58 0.09 5.23
H 3.43 0.06 3.67
H -1.29 -2.49 -0.92
H 0.68 -4.35 -0.82
H 2.04 -4.60 2.31
H 2.94 -4.51 0.79
H 3.15 -3.23 2.03
H -2.47 -0.76 -1.64
H -5.08 -0.27 -1.07
H -6.12 1.27 1.14
H -5.57 0.13 2.38
H -4.90 1.77 2.35
C 4.00 0.62 -2.03
C 3.43 -0.75 -1.66
C 4.23 -1.86 -2.36
C 3.56 -0.93 -0.16
C 1.98 -0.83 -2.16
N 1.79 -1.22 -3.46
C 0.54 -0.85 -3.91
C -0.10 -0.18 -2.83
C -1.16 0.68 -3.15
C -1.63 0.74 -4.47
C -1.03 0.00 -5.49
C 0.10 -0.79 -5.23
C 0.77 -0.30 -1.68
C 0.57 0.40 -0.37
C 0.44 1.97 -0.64
C 1.13 2.60 -1.67
C 1.00 3.97 -1.88
C 0.16 4.76 -1.09
C 0.05 6.24 -1.30
C -0.59 4.13 -0.11
C -0.48 2.77 0.07
H 3.47 1.42 -1.51
H 5.06 0.67 -1.75
H 3.93 0.80 -3.11
H 3.74 -2.83 -2.22
H 4.35 -1.66 -3.43
H 5.23 -1.91 -1.93
H 2.95 -1.76 0.18
H 4.61 -1.18 0.09
H 3.29 -0.04 0.42
H 2.48 -1.68 -4.06
H -1.60 1.33 -2.38
H -2.48 1.38 -4.71
H -1.42 0.05 -6.51
H 0.64 -1.35 -5.99
H 1.44 0.10 0.22
H 1.74 2.01 -2.35
H 1.57 4.43 -2.68
H -0.31 6.74 -0.39
H 1.01 6.68 -1.57
H -0.67 6.48 -2.10
H -1.27 4.69 0.52
H -1.21 2.40 0.79
*
```

Lowest unoccupied orbital energy   -0.18 eV
Energy above the lowest of the compared OMol25 structures with the same formula, charge and spin   0.000 eV
Orbital gap   6.4 eV